A:
Below is a 2-piece molecular cluster, C5H12NS overall, with properties calculated with the ωB97M-V functional and the def2-TZVPD basis.

Results
- Kohn-Sham gap (spin up / spin down) (eV) = 6.0 / 6.1

The geometry in ORCA input format:
```
! RIJCOSX wB97M-V def2-TZVPD def2/J DEFGRID3
* xyz 1 1
C 0.02 -0.86 1.74
C -2.42 -0.18 0.16
C -0.92 0.96 -1.40
C 3.36 -0.52 -0.31
C -1.15 0.63 0.10
N -0.01 0.01 0.83
S 2.49 1.04 -0.32
H 0.87 -1.23 2.25
H -0.98 -1.02 2.15
H -2.56 -0.91 -0.61
H -2.36 -0.71 1.15
H -3.27 0.49 0.02
H -0.79 0.10 -2.09
H -0.02 1.71 -1.62
H -1.76 1.50 -1.81
H 3.99 -0.41 0.58
H 3.97 -0.70 -1.29
H 2.74 -1.40 -0.17
H -1.19 1.50 0.65
*
```

Charge distribution, Mulliken scheme, values in e:
1. C -0.31
2. C -1.15
3. C -1.29
4. C -0.71
5. C 0.54
6. N -0.10
7. S 0.32
8. H 0.31
9. H 0.17
10. H 0.34
11. H 0.32
12. H 0.37
13. H 0.34
14. H 0.27
15. H 0.40
16. H 0.33
17. H 0.35
18. H 0.29
19. H 0.20

---

B:
Below is an isolated ion of composition C5H12NS and charge +1, with properties calculated with the ωB97M-V functional and the def2-TZVPD basis.

Results
- Kohn-Sham gap (eV) = 9.7

The geometry in ORCA input format:
```
! RIJCOSX wB97M-V def2-TZVPD def2/J DEFGRID3
* xyz 1 1
C 0.63 -0.83 -1.21
C 0.38 -0.14 -0.04
C -1.73 1.03 0.12
C -1.79 -1.38 0.48
C 2.92 0.94 -0.02
N -0.93 -0.17 0.55
S 1.42 0.76 0.98
H 1.59 -1.09 -1.62
H -0.07 -1.44 -1.61
H -1.79 1.05 -0.94
H -2.68 1.19 0.58
H -1.12 1.93 0.30
H -1.34 -1.79 -0.40
H -1.59 -1.92 1.37
H -2.83 -1.15 0.19
H 3.64 0.18 0.21
H 3.38 1.78 0.46
H 2.62 1.17 -1.00
H -0.71 -0.11 1.59
*
```

Charge distribution, Mulliken scheme, values in e:
1. C -1.20
2. C 0.62
3. C -0.89
4. C -0.59
5. C -1.00
6. N -0.11
7. S 0.02
8. H 0.30
9. H 0.34
10. H 0.43
11. H 0.41
12. H 0.33
13. H 0.15
14. H 0.35
15. H 0.33
16. H 0.33
17. H 0.40
18. H 0.39
19. H 0.40

---

C:
Below is a 2-piece molecular cluster, C5H12NS overall, with properties calculated with the ωB97M-V functional and the def2-TZVPD basis.

Results
- Kohn-Sham gap (spin up / spin down) (eV) = 6.4 / 8.6

The geometry in ORCA input format:
```
! RIJCOSX wB97M-V def2-TZVPD def2/J DEFGRID3
* xyz 1 1
C -1.68 0.61 -0.73
C -1.53 0.93 0.77
C -0.25 0.26 -1.26
C -0.41 -0.04 1.09
C 2.08 -1.89 -0.23
N 0.58 0.14 -0.01
S 1.49 1.55 0.21
H -2.22 -0.38 -0.92
H -2.13 1.34 -1.39
H -1.24 1.99 0.91
H -2.41 0.56 1.39
H -0.24 -0.77 -1.66
H 0.12 1.12 -1.85
H 0.23 0.21 1.97
H -0.81 -1.07 0.97
H 1.99 -1.60 -1.28
H 3.02 -1.66 0.28
H 1.29 -2.28 0.37
H 2.12 0.97 1.38
*
```

Charge distribution, Mulliken scheme, values in e:
1. C -0.53
2. C -0.52
3. C -0.65
4. C -0.64
5. C -0.47
6. N 0.07
7. S -0.02
8. H 0.25
9. H 0.40
10. H 0.29
11. H 0.33
12. H 0.32
13. H 0.33
14. H 0.39
15. H 0.38
16. H 0.30
17. H 0.29
18. H 0.31
19. H 0.20

---

What should be chosen as the least stable of them? Choose A.

---

A:
Below is the molecule CH2N2O2S2, with properties calculated with the ωB97M-V functional and the def2-TZVPD basis.

Results
- Kohn-Sham gap (eV) = 8.9

The geometry in ORCA input format:
```
! RIJCOSX wB97M-V def2-TZVPD def2/J DEFGRID3
* xyz 0 1
C 2.39 0.54 -0.06
N 3.28 -0.12 0.03
N -1.89 0.18 0.00
O 0.18 -0.87 -1.11
O -0.03 -0.79 1.30
S 0.51 1.68 0.11
S -0.29 -0.20 0.05
H -2.05 0.11 -1.02
H -2.10 -0.53 0.70
*
```

Charge distribution, Mulliken scheme, values in e:
1. C 0.19
2. N -0.31
3. N -0.53
4. O -0.51
5. O -0.52
6. S 0.02
7. S 1.01
8. H 0.33
9. H 0.32

---

B:
Below is the molecule CH2N2O2S2, with properties calculated with the ωB97M-V functional and the def2-TZVPD basis.

Results
- Kohn-Sham gap (eV) = 9.2

The geometry in ORCA input format:
```
! RIJCOSX wB97M-V def2-TZVPD def2/J DEFGRID3
* xyz 0 1
C 0.85 1.16 -0.08
N 2.06 0.50 -0.71
N -0.33 0.83 -0.21
O 0.83 -1.75 -0.55
O 2.03 -0.87 1.33
S 2.25 1.90 0.44
S 2.30 -1.08 -0.08
H 0.38 -1.92 0.23
H -1.07 1.23 0.37
*
```

Charge distribution, Mulliken scheme, values in e:
1. C 0.48
2. N -0.24
3. N -0.46
4. O -0.46
5. O -0.56
6. S -0.05
7. S 0.72
8. H 0.33
9. H 0.24

---

C:
Below is CH2N2O2S2 as an isolated structure, with properties calculated with the ωB97M-V functional and the def2-TZVPD basis.

Results
- Kohn-Sham gap (spin up / spin down) (eV) = 7.5 / 7.5

The geometry in ORCA input format:
```
! RIJCOSX wB97M-V def2-TZVPD def2/J DEFGRID3
* xyz 0 1
C 1.22 -0.70 0.57
N -0.69 -1.81 -0.40
N 2.42 -0.30 0.67
O -2.79 -0.57 -0.33
O 0.17 -0.16 1.21
S 0.91 -2.16 -0.33
S -1.44 -0.96 0.66
H -2.93 -0.62 -1.26
H 2.33 0.67 1.09
*
```

Charge distribution, Mulliken scheme, values in e:
1. C 0.61
2. N -0.24
3. N -0.66
4. O -0.55
5. O -0.49
6. S 0.05
7. S 0.68
8. H 0.34
9. H 0.26

---

D:
Below is the molecule CH2N2O2S2, with properties calculated with the ωB97M-V functional and the def2-TZVPD basis.

Results
- Kohn-Sham gap (eV) = 9.2

The geometry in ORCA input format:
```
! RIJCOSX wB97M-V def2-TZVPD def2/J DEFGRID3
* xyz 0 1
C -1.31 0.52 -0.46
N 0.28 0.52 0.40
N 1.26 -0.35 0.44
O 1.04 -1.49 0.02
O 2.31 0.02 0.90
S -1.94 1.95 -0.60
S -1.69 -1.06 -0.89
H 0.50 1.46 0.70
H -0.46 -1.57 -0.52
*
```

Charge distribution, Mulliken scheme, values in e:
1. C 0.54
2. N -0.53
3. N 1.26
4. O -0.72
5. O -0.64
6. S -0.26
7. S -0.22
8. H 0.24
9. H 0.33

---

What should be chosen as the least stable of them? Choose D.

---

A:
Below is the molecule C18H19N3O4, with properties calculated with the ωB97M-V functional and the def2-TZVPD basis.

Results
- Kohn-Sham gap (eV) = 8.3

The geometry in ORCA input format:
```
! RIJCOSX wB97M-V def2-TZVPD def2/J DEFGRID3
* xyz 0 1
C -4.76 -3.71 -0.94
C -5.51 -2.49 -0.42
H -5.73 -1.80 -1.23
H -6.44 -2.78 0.08
O -4.75 -1.80 0.58
C -3.83 -0.94 0.15
O -3.62 -0.69 -1.00
C -3.08 -0.35 1.34
C -2.27 0.84 0.92
C -2.86 2.07 0.74
C -2.12 3.20 0.29
O -2.47 4.35 0.09
N -0.78 2.84 0.08
C -0.24 1.60 0.28
N -0.97 0.59 0.71
C 1.14 1.69 -0.05
C 1.36 2.99 -0.46
N 0.19 3.67 -0.36
H -0.04 4.63 -0.60
C 2.57 3.67 -0.97
H 3.21 2.95 -1.49
H 2.29 4.46 -1.66
H 3.14 4.11 -0.16
C 2.09 0.58 0.01
C 1.63 -0.73 -0.18
C 2.50 -1.79 -0.14
C 3.86 -1.59 0.10
C 4.32 -0.30 0.32
C 3.44 0.77 0.27
H 3.82 1.76 0.47
H 5.36 -0.10 0.52
O 4.63 -2.71 0.12
C 6.01 -2.58 0.37
H 6.50 -1.96 -0.39
H 6.20 -2.14 1.36
H 6.42 -3.58 0.34
H 2.15 -2.80 -0.29
H 0.58 -0.89 -0.36
H -3.92 2.21 0.92
H -3.81 -0.09 2.11
H -2.41 -1.12 1.73
H -3.85 -3.39 -1.44
H -5.39 -4.24 -1.65
H -4.51 -4.38 -0.12
*
```

Charge distribution, Mulliken scheme, values in e:
1. C -1.10
2. C -0.21
3. H 0.31
4. H 0.30
5. O -0.35
6. C 0.64
7. O -0.57
8. C -0.99
9. C 1.01
10. C -0.85
11. C 0.63
12. O -0.73
13. N 0.27
14. C -0.27
15. N -0.48
16. C 0.08
17. C 0.87
18. N -0.72
19. H 0.23
20. C -1.64
21. H 0.47
22. H 0.42
23. H 0.31
24. C 0.42
25. C -0.57
26. C -0.65
27. C 0.92
28. C -0.32
29. C -0.95
30. H 0.42
31. H 0.39
32. O -0.46
33. C -0.84
34. H 0.33
35. H 0.34
36. H 0.24
37. H 0.43
38. H 0.53
39. H 0.45
40. H 0.35
41. H 0.35
42. H 0.32
43. H 0.36
44. H 0.29

---

B:
Below is C18H19N3O4 as an isolated structure, with properties calculated with the ωB97M-V functional and the def2-TZVPD basis.

Results
- Kohn-Sham gap (eV) = 8.7

The geometry in ORCA input format:
```
! RIJCOSX wB97M-V def2-TZVPD def2/J DEFGRID3
* xyz 0 1
O 0.40 1.61 0.88
C 0.32 1.44 1.95
N -0.76 1.16 2.55
H -0.83 1.14 3.65
C -2.21 1.67 2.03
C -2.19 1.64 0.67
O -2.54 2.65 0.25
N -1.89 0.57 -0.18
C -1.46 -0.73 0.33
H -1.51 -0.82 1.38
C 0.02 -1.26 -0.21
N -0.07 -1.00 -1.67
C -0.29 -2.04 -2.50
O 0.14 -3.37 -1.92
C -0.33 -2.07 -3.95
C -0.12 -3.25 -4.64
C -0.64 -2.74 -6.05
C -1.08 -1.55 -5.80
O -0.87 -1.21 -4.71
H -1.45 -0.94 -6.48
H -0.33 -3.22 -6.97
H 0.45 -4.24 -4.32
C -0.51 0.16 -2.10
H -0.58 0.22 -3.07
C -1.73 0.69 -1.70
H -2.26 1.57 -1.92
H -2.87 -0.03 -1.99
H 0.28 0.89 -1.74
H 0.06 -2.23 0.13
H 0.51 -0.51 0.10
H -2.15 -1.58 -0.03
H -2.74 0.78 2.38
H -2.51 2.37 2.48
C 1.47 1.50 2.98
C 1.51 1.93 4.31
C 2.85 1.66 5.02
C 3.93 1.37 4.42
C 3.78 0.57 3.35
C 2.77 0.85 2.46
H 2.84 0.44 1.56
H 4.62 0.24 2.81
H 4.75 1.02 5.36
H 2.68 2.22 6.16
H 0.56 2.42 4.75
*
```

Charge distribution, Mulliken scheme, values in e:
1. O -0.41
2. C 0.92
3. N -0.41
4. H 0.28
5. C -1.80
6. C 1.30
7. O -0.60
8. N 0.07
9. C -0.82
10. H 0.57
11. C -1.79
12. N 0.34
13. C 0.55
14. O -0.76
15. C 0.11
16. C -0.10
17. C -0.68
18. C -0.26
19. O -0.23
20. H 0.58
21. H 0.32
22. H 0.33
23. C -1.41
24. H 0.72
25. C -0.73
26. H 0.66
27. H 0.26
28. H 0.29
29. H 0.64
30. H 0.87
31. H 0.40
32. H 0.44
33. H 0.83
34. C 0.08
35. C -0.20
36. C -0.39
37. C -0.22
38. C -0.57
39. C -0.65
40. H 0.46
41. H 0.33
42. H 0.20
43. H 0.16
44. H 0.31

---

What should be chosen as the least stable of them? Choose B.